1.
Here is a molecular structure, C71H63BrN6O7Ti from the Open Molecules 2025 dataset. Energies are from ωB97M-V with the def2-TZVPD basis set.

The geometry in ORCA input format:
```
! wB97M-V def2-TZVPD RIJCOSX def2/J DEFGRID3
* xyz 0 1
Ti 0.52 0.24 0.88
O -0.22 0.88 2.38
C -0.84 0.77 3.63
C -1.99 -0.24 3.43
C -1.59 -1.60 2.93
C -1.94 -2.71 3.69
C -1.61 -3.97 3.24
C -0.95 -4.08 2.04
C -0.64 -2.94 1.31
C 0.07 -3.09 0.00
C 1.51 -2.59 0.09
O 1.43 -1.23 0.41
C 2.32 -3.32 1.16
C 3.09 -2.62 2.07
C 3.88 -3.30 2.99
C 3.90 -4.68 3.01
C 3.13 -5.39 2.10
C 2.35 -4.71 1.17
C 2.25 -2.70 -1.25
C 3.41 -1.93 -1.41
C 4.13 -1.99 -2.59
C 3.70 -2.80 -3.63
C 2.55 -3.56 -3.48
C 1.83 -3.51 -2.29
N -0.93 -1.71 1.76
C -1.47 2.12 3.99
C -1.05 3.29 3.37
C -1.59 4.52 3.71
C -2.58 4.60 4.68
C -3.00 3.44 5.32
C -2.45 2.21 4.98
C 0.20 0.33 4.67
C 0.51 1.12 5.78
C 1.47 0.71 6.70
C 2.13 -0.49 6.53
C 1.85 -1.28 5.42
C 0.91 -0.86 4.49
H -2.66 0.22 2.69
H -2.54 -0.37 4.35
H -2.45 -2.56 4.63
H -1.86 -4.85 3.83
H -0.69 -5.05 1.63
H -0.43 -2.48 -0.75
H 0.01 -4.13 -0.31
H 3.07 -1.54 2.07
H 4.48 -2.73 3.69
H 4.51 -5.21 3.73
H 3.14 -6.47 2.10
H 1.78 -5.28 0.44
H 3.73 -1.28 -0.61
H 5.02 -1.38 -2.70
H 4.25 -2.83 -4.56
H 2.20 -4.18 -4.29
H 0.93 -4.10 -2.20
H -0.28 3.23 2.61
H -1.24 5.41 3.21
H -3.01 5.56 4.95
H -3.76 3.49 6.09
H -2.78 1.33 5.51
H 0.01 2.06 5.93
H 1.69 1.34 7.55
H 2.88 -0.81 7.25
H 2.37 -2.21 5.26
H 0.75 -1.48 3.62
O 4.06 1.37 2.83
C 3.71 2.67 2.99
C 4.34 3.38 4.00
C 4.05 4.71 4.22
C 3.11 5.36 3.42
C 2.47 4.65 2.42
C 2.76 3.31 2.18
C 1.99 2.61 1.07
O 2.12 1.21 1.11
N 2.43 3.15 -0.21
N 2.12 2.38 -1.27
C 2.79 2.54 -2.34
C 2.54 1.75 -3.54
Br 1.31 0.33 -3.35
C 3.14 1.94 -4.72
C 4.05 3.06 -5.05
C 3.76 4.38 -4.71
C 4.64 5.40 -5.04
C 5.81 5.12 -5.73
C 6.09 3.81 -6.10
C 5.22 2.79 -5.76
H 3.46 0.99 2.16
H 5.06 2.86 4.61
H 4.55 5.25 5.01
H 2.87 6.40 3.59
H 1.72 5.13 1.80
H 0.94 2.87 1.21
H 3.37 3.54 -0.19
H 3.62 3.25 -2.39
H 2.96 1.22 -5.50
H 2.84 4.61 -4.20
H 4.40 6.42 -4.77
H 6.49 5.92 -5.99
H 7.00 3.59 -6.65
H 5.44 1.77 -6.05
C -4.00 -5.71 -4.36
O -4.09 -4.57 -3.52
C -4.05 -4.78 -2.17
C -4.35 -5.98 -1.56
C -4.31 -6.09 -0.18
C -3.97 -4.98 0.58
C -3.66 -3.77 -0.03
C -3.69 -3.65 -1.41
N -3.43 -2.48 -2.15
C -2.51 -1.46 -1.88
N -2.57 -0.90 -0.61
C -2.32 0.52 -0.50
C -1.06 1.10 -0.34
C -1.01 2.50 -0.46
C -2.14 3.28 -0.60
C -3.40 2.69 -0.63
C -3.47 1.31 -0.61
O -4.65 0.62 -0.69
C -5.82 1.35 -1.01
N -1.71 -1.01 -2.75
C -1.48 -1.69 -3.95
C -1.10 -3.03 -4.00
C -0.76 -3.64 -5.21
C -0.79 -2.90 -6.38
C -1.16 -1.56 -6.35
C -1.50 -0.95 -5.15
O -1.87 0.35 -5.03
C -1.66 1.18 -6.15
H -3.76 -5.34 -5.36
H -4.95 -6.25 -4.39
H -3.21 -6.38 -4.03
H -4.63 -6.83 -2.17
H -4.56 -7.03 0.30
H -3.94 -5.05 1.66
H -3.39 -2.93 0.59
H -3.43 -2.69 -3.14
H -3.47 -1.10 -0.21
H -0.06 3.00 -0.47
H -2.05 4.36 -0.67
H -4.29 3.30 -0.70
H -6.12 2.02 -0.20
H -6.60 0.61 -1.17
H -5.67 1.94 -1.92
H -1.03 -3.59 -3.08
H -0.45 -4.68 -5.22
H -0.52 -3.36 -7.32
H -1.17 -0.99 -7.27
H -1.92 2.19 -5.82
H -2.30 0.90 -6.99
H -0.61 1.16 -6.47
*
```

As for the gap between HOMO and LUMO: 7.9 eV. The calculation puts the LUMO energy at 0.286 eV. The energy above the lowest of the compared OMol25 structures with the same formula, charge and spin comes out at 10.6 kJ/mol.

***

2.
Here is a molecular structure, C71H67N7O4PRu from the Open Molecules 2025 dataset. Energies are from ωB97M-V with the def2-TZVPD basis set.

The geometry in ORCA input format:
```
! wB97M-V def2-TZVPD RIJCOSX def2/J DEFGRID3
* xyz 1 1
Ru 0.52 -0.10 0.25
C -5.10 -0.81 0.61
C -3.85 -0.31 -0.11
C -4.15 -0.14 -1.60
C -3.38 0.98 0.52
C -4.15 2.12 0.33
C -3.79 3.35 0.85
C -2.68 3.42 1.68
C -1.93 2.30 1.97
C -0.89 2.39 3.07
C -1.48 3.04 4.33
C 0.37 3.12 2.63
C -2.20 1.08 1.31
N -1.30 0.04 1.39
C -1.59 -1.20 1.83
C -0.86 -2.40 1.53
N 0.27 -2.48 0.85
C 1.10 -3.60 0.85
C 1.80 -3.98 2.03
C 2.80 -4.94 1.96
C 3.14 -5.57 0.79
C 2.40 -5.29 -0.34
C 1.38 -4.34 -0.33
C 0.58 -4.32 -1.61
C -0.10 -3.01 -1.95
C -0.45 -5.45 -1.59
C 1.52 -3.43 3.41
C 2.78 -2.84 4.04
C 0.97 -4.52 4.32
C -1.60 -3.52 2.13
C -1.53 -4.89 2.06
C -2.48 -5.65 2.78
C -3.43 -5.08 3.59
C -3.53 -3.67 3.68
C -4.43 -2.91 4.46
C -4.37 -1.53 4.43
C -3.49 -0.82 3.60
C -2.62 -1.53 2.79
C -2.63 -2.95 2.90
H -5.39 -1.79 0.23
H -5.94 -0.13 0.44
H -4.94 -0.89 1.68
H -3.06 -1.07 -0.02
H -4.91 0.62 -1.78
H -4.51 -1.08 -2.01
H -3.25 0.14 -2.14
H -5.05 2.06 -0.26
H -4.38 4.23 0.64
H -2.44 4.37 2.14
H -0.61 1.37 3.34
H -1.64 4.11 4.19
H -0.80 2.91 5.17
H -2.43 2.59 4.59
H 0.13 4.13 2.30
H 0.85 2.57 1.82
H 1.07 3.19 3.47
H 3.33 -5.20 2.86
H 3.95 -6.29 0.75
H 2.60 -5.81 -1.26
H 1.29 -4.53 -2.43
H -0.98 -2.85 -1.34
H -0.39 -3.02 -2.99
H 0.60 -2.19 -1.80
H -1.19 -5.27 -0.81
H 0.02 -6.41 -1.41
H -0.97 -5.49 -2.55
H 0.77 -2.64 3.34
H 3.50 -3.63 4.28
H 2.53 -2.33 4.96
H 3.27 -2.14 3.37
H 1.68 -5.33 4.43
H 0.04 -4.94 3.93
H 0.76 -4.12 5.31
H -0.78 -5.40 1.48
H -2.43 -6.73 2.70
H -4.11 -5.70 4.15
H -5.15 -3.41 5.09
H -5.04 -0.97 5.06
H -3.50 0.26 3.61
N 3.41 0.82 0.46
P 2.40 0.54 -1.03
C 2.88 2.12 -1.81
C 3.30 3.20 -1.04
C 3.71 4.39 -1.63
C 3.70 4.51 -3.01
C 3.32 3.43 -3.79
C 2.92 2.24 -3.20
C 3.68 -0.59 -1.70
C 4.92 -0.08 -2.07
C 5.94 -0.95 -2.41
C 5.75 -2.32 -2.38
C 4.52 -2.82 -2.00
C 3.49 -1.96 -1.64
C 2.98 0.61 1.72
C 3.80 0.92 2.83
C 3.31 0.76 4.10
C 2.02 0.24 4.26
C 1.29 -0.08 3.14
N 1.73 0.12 1.89
H 4.37 1.14 0.38
H 3.32 3.13 0.04
H 4.04 5.21 -1.02
H 4.01 5.44 -3.48
H 3.35 3.50 -4.87
H 2.65 1.40 -3.81
H 5.09 0.98 -2.09
H 6.91 -0.55 -2.69
H 6.55 -2.99 -2.64
H 4.35 -3.89 -1.95
H 2.55 -2.36 -1.30
H 4.79 1.30 2.65
H 3.90 1.01 4.96
H 1.59 0.10 5.24
H 0.31 -0.53 3.24
N 1.38 10.98 -1.80
C 1.12 9.87 -1.74
C 0.78 8.50 -1.66
C -0.13 7.94 -2.56
C -0.49 6.62 -2.45
C 0.03 5.83 -1.42
C 0.95 6.38 -0.53
C 1.33 7.70 -0.65
N -0.36 4.49 -1.29
C -1.45 3.87 -1.84
C -1.38 2.57 -1.46
N -0.28 2.36 -0.69
C 0.30 3.53 -0.60
H -0.55 8.56 -3.34
H -1.18 6.20 -3.16
H 1.37 5.79 0.27
H 2.04 8.13 0.04
H -2.20 4.39 -2.41
H -2.06 1.77 -1.70
H 1.21 3.72 -0.07
O -0.64 -0.24 -1.49
C -0.04 -0.04 -2.57
O 1.19 0.23 -2.69
C -0.84 -0.18 -3.82
C -0.58 0.59 -4.94
C -1.33 0.46 -6.11
C -2.31 -0.50 -6.12
O -3.16 -0.86 -7.12
C -3.92 -1.94 -6.62
O -3.61 -2.13 -5.26
C -2.58 -1.28 -4.99
C -1.89 -1.12 -3.82
H 0.22 1.31 -4.90
H -1.15 1.08 -6.97
H -3.67 -2.86 -7.18
H -5.00 -1.74 -6.73
H -2.11 -1.70 -2.94
*
```

As for the gap between HOMO and LUMO (alpha / beta): 6.0 / 6.0 eV. The calculation puts the LUMO energy (alpha / beta) at -3.940 / -3.940 eV. The energy above the lowest of the compared OMol25 structures with the same formula, charge and spin comes out at 0.0 kJ/mol.

***

The records above give, respectively, energy values of -191082.576, -105203.654 eV.